Molecular formula: C42H40N6NiO2P2Te
Method: DFT, ωB97M-V/def2-TZVPD

Output
2S+1	3
energy	-124151.73735	eV
E_LUMO (alpha / beta)	0.0027 / -0.0419	hartree
gap between HOMO and LUMO (alpha / beta)	7.5 / 6.3	eV
charge	0
E_HOMO (alpha / beta)	-7.5 / -7.5	eV

Last column: Löwdin charge in e.
Cartesian coordinates (Å):
Ni: 1.020 0.934 0.491  0.136
Te: -3.418 0.987 0.728  1.313
C: -4.356 -0.934 0.424  -0.513
C: -4.567 -1.781 1.501  -0.132
C: -5.144 -3.021 1.268  -0.150
N: -5.502 -3.442 0.068  0.061
C: -5.295 -2.634 -0.958  -0.149
C: -4.724 -1.375 -0.836  -0.122
C: -1.565 -0.028 0.602  -0.822
P: -0.520 0.005 -0.871  0.928
C: -0.463 -1.762 -1.373  -0.353
C: -1.429 -2.668 -0.957  -0.102
C: -1.391 -3.981 -1.388  -0.067
C: -0.395 -4.404 -2.252  -0.076
C: 0.560 -3.502 -2.692  -0.075
C: 0.518 -2.190 -2.261  -0.108
C: -1.607 0.615 -2.209  -0.370
C: -2.123 -0.181 -3.229  -0.081
C: -3.001 0.355 -4.155  -0.082
C: -3.370 1.688 -4.084  -0.081
C: -2.842 2.497 -3.091  -0.085
C: -1.963 1.964 -2.168  -0.173
P: -0.430 -0.100 1.994  0.965
C: -1.465 0.036 3.492  -0.363
C: -1.969 1.304 3.787  -0.172
C: -2.812 1.497 4.865  -0.085
C: -3.157 0.426 5.674  -0.083
C: -2.615 -0.824 5.423  -0.081
C: -1.759 -1.019 4.354  -0.083
C: 0.026 -1.867 1.958  -0.358
C: -0.938 -2.870 1.999  -0.134
C: -0.550 -4.196 2.018  -0.080
C: 0.794 -4.526 1.989  -0.077
C: 1.754 -3.530 1.905  -0.067
C: 1.373 -2.199 1.888  -0.076
H: -4.299 -1.474 2.504  0.091
H: -5.343 -3.701 2.085  0.106
H: -5.614 -3.006 -1.923  0.106
H: -4.571 -0.752 -1.706  0.088
H: -2.223 -2.340 -0.304  0.076
H: -2.155 -4.670 -1.058  0.110
H: -0.376 -5.427 -2.597  0.103
H: 1.337 -3.820 -3.373  0.105
H: 1.251 -1.488 -2.635  0.074
H: -1.852 -1.225 -3.300  0.102
H: -3.407 -0.278 -4.935  0.107
H: -4.065 2.096 -4.805  0.104
H: -3.119 3.542 -3.038  0.106
H: -1.535 2.594 -1.397  0.060
H: -1.668 2.143 3.170  0.087
H: -3.204 2.480 5.077  0.105
H: -3.826 0.569 6.510  0.103
H: -2.866 -1.658 6.066  0.105
H: -1.326 -1.995 4.191  0.095
H: -1.988 -2.611 2.024  0.093
H: -1.298 -4.975 2.062  0.108
H: 1.092 -5.563 2.034  0.102
H: 2.800 -3.794 1.865  0.104
H: 2.105 -1.402 1.843  0.083
O: 3.638 2.409 3.198  0.038
C: 2.750 2.163 2.395  -0.643
O: 2.411 1.020 1.976  -0.114
C: 1.986 3.358 1.786  -0.176
C: 2.348 4.648 2.153  0.007
C: 1.686 5.719 1.582  -0.048
C: 0.680 5.457 0.663  -0.056
C: 0.385 4.140 0.360  -0.123
N: 1.021 3.101 0.895  0.085
H: 3.141 4.761 2.878  0.121
H: 1.944 6.734 1.846  0.108
H: 0.132 6.256 0.190  0.103
H: -0.399 3.914 -0.351  0.086
C: 2.401 1.506 -2.270  -0.186
N: 3.484 1.485 -3.236  -0.087
C: 4.530 2.395 -2.778  -0.174
N: 5.028 2.015 -1.465  -0.084
C: 3.922 2.021 -0.523  -0.161
N: 2.841 1.095 -0.925  -0.111
C: 3.454 -0.244 -1.015  -0.167
N: 4.545 -0.284 -1.976  -0.082
C: 4.047 0.142 -3.277  -0.173
C: 5.566 0.664 -1.543  -0.168
H: 1.605 0.840 -2.623  0.098
H: 2.002 2.523 -2.216  0.128
H: 4.121 3.410 -2.729  0.129
H: 5.356 2.374 -3.495  0.127
H: 3.520 3.036 -0.462  0.129
H: 4.304 1.725 0.456  0.128
H: 2.706 -0.984 -1.304  0.100
H: 3.840 -0.514 -0.030  0.132
H: 3.274 -0.553 -3.621  0.121
H: 4.872 0.128 -3.993  0.127
H: 6.398 0.648 -2.252  0.127
H: 5.933 0.371 -0.556  0.133